No. 1
C7H8N2O2 in the gas phase at a distorted geometry. Source: the OMol25 dataset; level of theory: the ωB97M-V functional and the def2-TZVPD basis.

Atoms and positions in Å:
C -2.46455 -1.81068 -1.85696
C -1.51177 -0.84721 -1.21654
C -1.94880 0.46972 -0.87919
C -0.97074 1.20099 -0.07291
C 0.12948 0.53303 0.45354
C 1.18217 1.19433 1.48226
O 0.99292 2.33135 1.91892
O 2.12728 0.50528 1.71187
C 0.63532 -0.52402 -0.39553
N 1.77679 -1.18541 -0.13952
N -0.22383 -1.33643 -1.09030
H -2.07713 -2.19185 -2.86263
H -3.45715 -1.31590 -2.00464
H -2.76150 -2.39505 -0.92375
H -2.94137 0.80673 -1.20488
H -1.40162 2.15634 0.47923
H 1.83387 -0.49080 1.73058
H 2.91324 -0.89491 0.03653
H 1.75281 -2.01164 -0.77594

As for the molar mass: 152.15 g mol⁻¹. The energy relative to the best compared isomer or geometry (same formula, charge and spin) comes out at 305.2 kJ/mol. Its SMILES is Cc1ccc(C(=O)O)c(N)n1. The spin multiplicity is 1. Its charge is 0. The value obtained for the HOMO energy is -8.61 eV.

---

No. 2
C7H8N2O2 in the gas phase at a distorted geometry. Source: the OMol25 dataset; level of theory: the ωB97M-V functional and the def2-TZVPD basis.

Atoms and positions in Å:
C -2.06327 -1.43259 -0.48000
C -0.86126 -0.57968 -0.27635
C 0.45138 -1.01141 -0.51808
C 1.56271 -0.28975 -0.09971
N 2.78794 -0.76170 -0.49964
O 3.80202 -0.12739 -0.18748
C 1.43416 0.79062 0.85846
C 0.22689 1.10993 1.35903
C -0.96431 0.67462 0.63110
N -1.08784 1.15911 -0.71560
O -0.06110 1.72760 -1.33651
H -2.21860 -2.03752 0.41714
H -1.92249 -2.09942 -1.32790
H -2.94987 -0.82529 -0.64264
H 0.62084 -1.94242 -1.03676
H 2.35421 1.19446 1.25412
H 0.09765 1.78227 2.19233
H -1.91545 0.76880 1.14896
H 0.70640 1.89975 -0.74047

As for the molar mass: 152.15 g mol⁻¹. The energy relative to the best compared isomer or geometry (same formula, charge and spin) comes out at 633.6 kJ/mol. Its SMILES is C[C@]12C=C(N=O)C=C[C@H]1N2O. The spin multiplicity is 1. Its charge is 0. The value obtained for the HOMO energy (alpha / beta) is -8.69 / -8.69 eV.

---

No. 3
C7H8N2O3 in the gas phase at a distorted geometry. Source: the OMol25 dataset; level of theory: the ωB97M-V functional and the def2-TZVPD basis.

Atoms and positions in Å:
C 1.64590 1.89812 0.58812
C 0.33833 0.97645 -1.04517
C -2.12394 -1.24143 -2.56066
C -0.30967 0.36801 -2.02085
C -1.49666 -0.44126 -1.64320
C 0.55615 -1.53680 1.49298
C 1.49108 0.84898 1.60196
N 1.15871 1.78147 -0.55707
N 0.30846 0.09676 1.31255
O 1.64820 -1.73350 0.96408
O -0.42839 -2.04871 1.99634
O -0.81235 0.49689 2.03677
H 2.15776 2.78921 0.80211
H -2.87954 -1.81382 -1.98120
H -1.99413 -1.29077 -3.67319
H -0.14259 0.67468 -3.06252
H -1.58967 -0.61099 -0.54450
H 2.18452 -0.07569 1.54610
H 1.50255 1.31400 2.59805
H -1.21473 -0.45161 2.14929

As for the molar mass: 168.15 g mol⁻¹. The energy relative to the best compared isomer or geometry (same formula, charge and spin) comes out at 623.4 kJ/mol. The spin multiplicity is 1. Its charge is 0. The value obtained for the HOMO energy (alpha / beta) is -8.69 / -8.69 eV.

---

No. 4
C7H8N2O5S in the gas phase at a distorted geometry. Source: the OMol25 dataset; level of theory: the ωB97M-V functional and the def2-TZVPD basis.

Atoms and positions in Å:
C -1.82418 -2.67921 0.44134
C -0.73661 -1.88134 0.35201
C -3.19375 -2.15771 0.45640
C -2.21655 0.05469 0.75995
C -0.78616 -0.39811 0.35457
C -3.35810 -0.81057 0.38697
C 1.95138 2.42684 -0.60783
N 2.23437 1.61826 0.56079
N 0.13903 0.47126 0.38350
O -2.52723 1.35233 0.27872
O 1.40071 0.21476 0.24156
O -4.41991 2.22487 -1.07044
O -4.43627 -0.17130 0.00687
O 1.95217 2.13832 1.64949
S -4.10099 1.58616 0.16072
H -1.66427 -3.66313 0.57236
H 0.12930 -2.55963 -0.05701
H -3.99073 -2.87921 0.33601
H -2.28621 0.14278 1.91482
H 1.14814 3.18215 -0.37073
H 2.76740 3.08738 -0.99198
H 1.48908 1.83585 -1.47536
H 3.12664 1.03826 0.57593

As for the molar mass: 232.22 g mol⁻¹. The energy relative to the best compared isomer or geometry (same formula, charge and spin) comes out at 123.7 kJ/mol. The spin multiplicity is 1. Its charge is 0. The value obtained for the HOMO energy is -8.01 eV.

---

No. 5
C7H8N2OS in the gas phase at a distorted geometry. Source: the OMol25 dataset; level of theory: the ωB97M-V functional and the def2-TZVPD basis.

Atoms and positions in Å:
C -2.62104 1.68391 -0.60933
C -1.54887 1.24799 0.11414
C -2.34632 1.95225 -1.90379
C -0.39432 1.15897 -0.60447
C 1.54502 -1.41913 0.40527
C 1.32082 0.65650 1.14966
C 1.69933 -2.92550 0.52166
N 1.84125 -0.62725 1.35021
N 0.81144 0.79165 -0.25706
O 1.00947 -1.04052 -0.72079
S -0.70618 1.56254 -2.32512
H -3.64477 1.53156 -0.30422
H -1.50942 1.08009 1.15938
H -3.02887 2.03063 -2.73496
H 0.46711 0.74551 1.78846
H 2.07914 1.34629 1.19772
H 1.04793 -3.41512 -0.11538
H 1.33972 -3.10025 1.50917
H 2.63854 -3.26013 0.37944

As for the molar mass: 168.22 g mol⁻¹. The energy relative to the best compared isomer or geometry (same formula, charge and spin) comes out at 365.2 kJ/mol. The spin multiplicity is 1. Its charge is 0. The value obtained for the HOMO energy (alpha / beta) is -8.65 / -8.65 eV.

---

No. 6
A gas-phase ion, C7H8N3 (charge +1) at a distorted geometry. Source: the OMol25 dataset; level of theory: the ωB97M-V functional and the def2-TZVPD basis.

Atoms and positions in Å:
C 1.75975 -0.28717 -1.46786
C 0.78647 0.38281 -2.11719
C 0.05764 1.46673 -1.51983
C -0.44119 1.46907 -0.25757
C -0.50871 0.34318 0.61713
C -1.43467 0.31253 1.71391
N -1.53344 -0.71126 2.50257
C -0.79967 -1.79341 2.20935
N 0.05054 -1.84541 1.21853
N 0.22933 -0.77371 0.49243
H 2.28839 -1.08399 -1.97357
H 2.29230 0.16373 -0.63686
H 0.49719 0.09943 -3.12200
H -0.16037 2.31411 -2.15778
H -0.98137 2.34024 0.08641
H -2.08219 1.15748 1.91125
H -0.90208 -2.66959 2.83201
H 0.88210 -0.88476 -0.33095

As for the molar mass: 134.16 g mol⁻¹. The energy relative to the best compared isomer or geometry (same formula, charge and spin) comes out at 152.2 kJ/mol. Its SMILES is C=C/C=C\c1cncn[nH+]1. The spin multiplicity is 1. Its charge is +1. The value obtained for the HOMO energy is -14.05 eV.

---

No. 7
A gas-phase ion, C7H8N3O3 (charge -1) at a distorted geometry. Source: the OMol25 dataset; level of theory: the ωB97M-V functional and the def2-TZVPD basis.

Atoms and positions in Å:
C 2.05750 2.11198 0.32147
C 0.51705 1.87830 0.51691
O 0.17508 0.66077 1.04257
C 0.14853 -0.46489 0.14268
O 0.13442 -0.17152 -1.13238
N 1.42440 -1.17053 0.48924
C 2.06803 -1.98350 -0.06727
O 2.84562 -2.79363 -0.43154
N -1.02715 -1.22251 0.60111
C -1.67149 -2.13496 -0.36289
C -2.28774 -0.86934 0.03697
C -2.40694 0.23286 -0.81427
N -2.75120 1.12662 -1.41487
H 2.53515 1.61285 -0.47042
H 2.16563 3.24721 0.16080
H 2.63974 1.88046 1.17776
H 0.00315 1.78381 -0.51582
H -0.04703 2.63993 1.14070
H -2.26178 -2.89617 0.21818
H -1.06374 -2.40329 -1.25018
H -3.19727 -1.06445 0.61126

As for the molar mass: 182.16 g mol⁻¹. The energy relative to the best compared isomer or geometry (same formula, charge and spin) comes out at 153.7 kJ/mol. Its SMILES is CCO[C@@]([O-])(N=C=O)N1C[C@@H]1C#N. The spin multiplicity is 1. Its charge is -1. The value obtained for the HOMO energy is -4.67 eV.

---

No. 8
2 unconnected molecules or ions with the total composition C7H8N3O4 at a distorted geometry. Source: the OMol25 dataset; level of theory: the ωB97M-V functional and the def2-TZVPD basis.

Atoms and positions in Å:
C -2.12749 1.16379 -0.38841
C -1.94885 1.66083 1.02937
C -1.64532 -0.73863 -3.98472
C 1.97214 -0.25592 0.97011
C -3.04996 0.60502 0.63529
C -0.29852 0.43851 0.43808
C 4.07237 -1.46144 1.07867
N -0.98120 0.44016 -0.72539
N -0.66178 1.18933 1.41603
N 0.90156 -0.23565 0.18594
O -1.09798 0.17673 -4.43446
O -2.19519 -1.67075 -3.63961
O 2.17432 0.22767 2.06306
O 2.87450 -1.18754 0.42438
H -2.59273 1.51371 -1.32847
H -2.32970 2.64262 1.33780
H -4.02848 0.99568 0.76803
H -2.76340 -0.36647 1.06329
H 4.47835 -2.40202 0.62107
H 3.77379 -1.81558 2.14879
H 4.67805 -0.58653 1.11357
H 0.79552 -0.33349 -0.79244

As for the molar mass: 198.16 g mol⁻¹. The energy relative to the best compared isomer or geometry (same formula, charge and spin) comes out at 195.8 kJ/mol. The spin multiplicity is 1. Its charge is -1. The value obtained for the HOMO energy is -2.88 eV.

---

No. 9
C7H8N4OS in the gas phase at a distorted geometry. Source: the OMol25 dataset; level of theory: the ωB97M-V functional and the def2-TZVPD basis.

Atoms and positions in Å:
O -2.98747 -0.23281 2.77020
C -2.75530 -1.06147 1.59052
C -2.82384 -0.10616 0.44054
S -1.35908 0.92545 0.32795
C -0.04298 -0.02320 -0.13560
N -0.24209 -1.37910 -0.24763
C 0.89657 -2.09048 -0.59138
N 2.08904 -1.60294 -0.94545
C 2.16752 -0.19896 -0.96237
N 3.18238 0.61683 -1.34690
N 2.72537 1.91726 -1.09998
C 1.48562 1.91923 -0.74599
C 1.11017 0.59945 -0.55510
H -2.70756 -0.75353 3.51333
H -3.54760 -1.82022 1.39757
H -1.84019 -1.65888 1.52476
H -2.97502 -0.62063 -0.58905
H -3.70760 0.66252 0.61259
H 0.78274 -3.08566 -0.70136
H 4.08427 0.42344 -1.62938
H 1.04661 2.81348 -0.30127

As for the molar mass: 196.24 g mol⁻¹. The energy relative to the best compared isomer or geometry (same formula, charge and spin) comes out at 127.7 kJ/mol. Its SMILES is OCCSc1ncnc2[nH]ncc12. The spin multiplicity is 1. Its charge is 0. The value obtained for the HOMO energy is -8.74 eV.

---

No. 10
2 unconnected molecules or ions with the total composition C7H8N4OS at a distorted geometry. Source: the OMol25 dataset; level of theory: the ωB97M-V functional and the def2-TZVPD basis.

Atoms and positions in Å:
C 2.19427 2.71973 1.80339
C 3.16063 1.24592 -0.07491
C 2.81451 1.97631 0.87923
C 2.59800 -2.16536 0.31712
C 0.51418 -1.03807 1.17589
C -0.00486 -1.62093 -1.15842
C -1.81395 -1.10685 0.62501
N 3.43136 0.50920 -1.03022
N 1.60865 3.57521 2.41952
N 1.77175 -1.49203 0.81497
N -0.38811 -1.26689 0.21761
O 0.36546 -0.54079 2.22171
S 3.74401 -2.94463 -0.41978
H 0.42787 -0.83950 -1.66606
H 0.55137 -2.50097 -1.09960
H -0.94979 -1.84965 -1.70362
H -2.45913 -0.65347 -0.25374
H -2.13777 -2.13334 0.96007
H -1.89434 -0.47463 1.51785
H 1.06977 3.52436 3.32755
H 4.38274 0.23721 -1.33695

As for the molar mass: 196.24 g mol⁻¹. Its expectation value of S² is 2.011. The spin multiplicity is 3. Its charge is 0. The value obtained for the HOMO energy (alpha / beta) is -5.56 / -9.22 eV.

---

No. 11
C7H8N4S in the gas phase at a distorted geometry. Source: the OMol25 dataset; level of theory: the ωB97M-V functional and the def2-TZVPD basis.

Atoms and positions in Å:
C 2.42985 -1.77938 -0.31714
C 1.67240 -0.69561 -0.47506
C 0.25071 -0.51645 -0.08880
C 3.58997 1.29627 -0.03537
C -3.75406 0.31085 0.11381
C -2.52047 0.40715 -0.33118
C -1.39551 1.16567 0.22804
N 3.06365 -2.74230 -0.23526
N 4.79288 1.23921 0.13383
N -0.02990 0.72961 0.07042
N -0.43245 -1.62213 0.04842
S 2.30710 0.83242 -0.99140
H -4.47044 -0.26049 -0.57144
H -4.27895 0.71131 1.11855
H -2.15884 -0.00338 -1.32887
H -1.66306 1.27063 1.27785
H -1.40318 2.19471 -0.34814
H 5.29328 1.63476 0.96853
H 0.04486 -2.50198 0.26415
H -1.33783 -1.67086 0.49905

As for the molar mass: 180.24 g mol⁻¹. The energy relative to the best compared isomer or geometry (same formula, charge and spin) comes out at 474.0 kJ/mol. The spin multiplicity is 1. Its charge is 0. The value obtained for the HOMO energy (alpha / beta) is -7.81 / -7.81 eV.

---

No. 12
2 unconnected molecules or ions with the total composition C7H8N5 at a distorted geometry. Source: the OMol25 dataset; level of theory: the ωB97M-V functional and the def2-TZVPD basis.

Atoms and positions in Å:
C 0.62082 -0.10137 1.48234
C 1.43352 0.96235 -0.42551
C -0.79806 0.67732 -0.10699
C -4.20911 0.26232 -0.11634
C -2.96673 -0.11005 -0.42101
C 1.69837 -1.32166 -0.41273
C 1.75877 -0.16318 0.53976
N 0.31544 1.46314 -0.63170
N -0.59711 0.20430 1.13471
N -1.86340 0.53897 -0.78477
N 4.05686 2.01082 -0.34552
N 2.57230 -2.25008 -0.50332
H 0.84763 -0.20625 2.60276
H -5.00350 -0.47242 -0.15027
H -4.47891 1.39151 0.13996
H -3.01056 -1.27702 -0.54783
H 0.58878 -1.49303 -0.85922
H 2.77310 -0.03986 0.80359
H 3.83090 2.98382 -0.32342
H 2.43090 -3.05962 -1.07449

As for the molar mass: 162.18 g mol⁻¹. The energy relative to the best compared isomer or geometry (same formula, charge and spin) comes out at 696.5 kJ/mol. The spin multiplicity is 1. Its charge is -1. The value obtained for the HOMO energy (alpha / beta) is -2.99 / -3.19 eV.